Here is a 9-piece molecular cluster, C59H59N3O16P overall in a non-equilibrium geometry from OMol25. Energies are from the ωB97M-V functional and the def2-TZVPD basis.

Computed properties:
Net charge   +1
HOMO level   -11.10 eV
2S+1   1
E_LUMO   -3.70 eV
Kohn-Sham gap   7.39 eV

The geometry in XYZ format:
```
138
Properties=species:S:1:pos:R:3:lowdin_charge:R:1
C -1.352 1.989 -5.301 -0.070
C -2.058 1.462 -6.693 -0.318
C -1.133 1.471 -8.065 -0.061
N -3.378 1.093 -6.624 -0.105
P -3.590 -0.641 -6.277 0.942
C -3.906 -1.509 -7.993 -0.187
C -5.179 -0.855 -5.241 -0.265
C -5.275 0.085 -3.903 -0.282
N -4.042 0.908 -3.603 -0.061
C -2.161 -1.463 -5.315 -0.298
C -0.827 -1.810 -6.228 -0.230
C 0.217 -2.611 -5.239 -0.212
C 1.753 -2.717 -5.803 -0.213
C 2.330 -1.356 -6.512 -0.249
N 2.256 -0.242 -5.448 -0.025
H -2.117 2.759 -4.805 0.106
H -0.375 2.639 -5.516 0.095
H -1.090 1.145 -4.535 0.077
H -1.419 2.467 -8.656 0.116
H 0.032 1.583 -7.838 0.097
H -1.377 0.559 -8.763 0.084
H -5.094 -1.513 -8.106 0.079
H -3.480 -0.838 -8.857 0.064
H -3.450 -2.598 -7.992 0.071
H -6.129 -0.746 -5.956 0.117
H -5.209 -1.983 -4.859 0.105
H -6.189 0.850 -3.951 0.139
H -5.482 -0.573 -2.937 0.104
H -3.240 0.335 -3.256 0.050
H -4.267 1.550 -2.784 0.051
H -1.816 -0.902 -4.348 0.082
H -2.573 -2.520 -4.946 0.125
H -0.400 -0.785 -6.597 0.074
H -1.189 -2.516 -7.112 0.123
H -0.229 -3.712 -5.123 0.125
H 0.172 -2.157 -4.136 0.121
H 2.446 -2.915 -4.852 0.117
H 1.929 -3.669 -6.500 0.121
H 1.598 -1.125 -7.427 0.108
H 3.440 -1.508 -6.863 0.127
H 3.202 0.180 -5.298 0.036
H 1.542 0.463 -5.736 0.049
C -8.858 -3.023 -1.480 0.024
C -9.295 -3.390 -0.271 0.031
C -8.358 -3.604 0.849 -0.376
O -8.756 -3.942 1.955 0.119
C -6.921 -3.395 0.583 0.029
C -6.484 -3.027 -0.626 0.016
C -7.421 -2.813 -1.746 -0.380
O -7.022 -2.475 -2.852 0.062
H -9.532 -2.863 -2.313 0.124
H -10.345 -3.547 -0.060 0.128
H -6.247 -3.555 1.416 0.127
H -5.433 -2.870 -0.837 0.118
C 5.716 2.122 -2.440 0.036
C 5.827 1.781 -1.152 0.018
C 5.173 0.569 -0.622 -0.365
O 5.272 0.257 0.557 0.090
C 4.393 -0.252 -1.569 0.030
C 4.282 0.089 -2.857 0.019
C 4.936 1.301 -3.387 -0.374
O 4.837 1.613 -4.566 0.084
H 6.190 3.009 -2.845 0.128
H 6.397 2.372 -0.445 0.094
H 3.920 -1.138 -1.164 0.120
H 3.712 -0.502 -3.564 0.086
C 4.567 -1.353 3.742 0.030
C 3.693 -1.865 2.871 0.021
C 2.316 -2.207 3.279 -0.385
O 1.515 -2.678 2.482 0.077
C 1.942 -1.959 4.685 0.023
C 2.816 -1.446 5.556 0.034
C 4.193 -1.105 5.149 -0.369
O 4.994 -0.634 5.945 0.093
H 5.581 -1.097 3.459 0.125
H 3.951 -2.053 1.835 0.114
H 0.928 -2.214 4.968 0.123
H 2.558 -1.259 6.592 0.128
C -6.239 2.323 1.644 0.031
C -5.702 2.103 0.439 0.019
C -6.070 2.931 -0.726 -0.367
O -5.581 2.729 -1.829 0.063
C -7.052 4.012 -0.509 0.026
C -7.589 4.232 0.695 0.033
C -7.221 3.404 1.861 -0.374
O -7.710 3.606 2.964 0.122
H -5.980 1.724 2.509 0.127
H -4.980 1.314 0.264 0.119
H -7.311 4.610 -1.374 0.125
H -8.311 5.020 0.871 0.129
C 5.161 3.643 3.784 0.031
C 5.698 3.423 2.579 0.029
C 5.330 4.251 1.414 -0.358
O 5.819 4.049 0.311 0.062
C 4.348 5.332 1.631 0.035
C 3.811 5.552 2.835 0.030
C 4.179 4.724 4.001 -0.375
O 3.690 4.926 5.104 0.110
H 5.420 3.044 4.649 0.125
H 6.420 2.634 2.404 0.123
H 4.089 5.930 0.766 0.125
H 3.089 6.340 3.011 0.088
C -0.091 6.346 2.873 0.021
C -1.247 6.049 3.474 0.024
C -1.887 6.992 4.412 -0.380
O -2.944 6.720 4.965 0.107
C -1.200 8.275 4.660 0.028
C -0.044 8.573 4.059 0.029
C 0.596 7.630 3.120 -0.376
O 1.653 7.902 2.568 0.078
H 0.392 5.666 2.182 0.120
H -1.763 5.112 3.302 0.121
H -1.683 8.956 5.351 0.126
H 0.472 9.510 4.230 0.126
C 2.009 -8.227 0.441 0.020
C 0.853 -8.525 1.042 0.021
C 0.213 -7.582 1.981 -0.384
O -0.844 -7.854 2.533 0.100
C 0.900 -6.298 2.228 0.025
C 2.056 -6.001 1.627 0.022
C 2.696 -6.944 0.688 -0.384
O 3.753 -6.672 0.136 0.097
H 2.492 -8.908 -0.250 0.123
H 0.337 -9.462 0.870 0.123
H 0.417 -5.618 2.919 0.120
H 2.572 -5.064 1.799 0.105
C 5.431 -1.412 11.391 0.020
C 6.466 -2.174 11.760 0.022
C 7.365 -2.782 10.759 -0.385
O 8.310 -3.481 11.096 0.100
C 7.078 -2.514 9.336 0.024
C 6.044 -1.752 8.967 0.025
C 5.145 -1.144 9.967 -0.381
O 4.199 -0.445 9.630 0.094
H 4.762 -0.958 12.112 0.122
H 6.690 -2.379 12.800 0.123
H 7.747 -2.967 8.615 0.122
H 5.819 -1.547 7.927 0.093
```